Molecular formula: C29H48BN8NiS3
Method: DFT, the ωB97M-V functional and the def2-TZVPD basis

Geometry (Å):
Ni -0.6851 1.3076 -2.6291
C 1.8131 4.6096 0.5083
C 1.7947 3.1110 0.5440
C 2.6653 2.3656 1.2897
C 2.6297 0.9484 1.2861
N 1.6997 0.3108 0.6115
N 0.8520 1.0541 -0.1070
B -0.3294 0.3245 -0.7707
N -1.6229 0.5246 0.0476
N -1.4248 0.5022 1.3798
C -2.4904 0.5941 2.1379
C -3.7864 0.6956 1.5641
C -3.9717 0.7246 0.2154
C -5.3155 0.8473 -0.4404
C -2.7905 0.6507 -0.5534
S -2.7905 0.7108 -2.2893
C -2.3136 0.6008 3.6449
C -2.8914 1.9181 4.1906
C -0.8396 0.4915 4.0196
C -3.0877 -0.5917 4.2291
N -0.0686 -1.1703 -1.0370
N -0.1951 -1.9533 0.0429
C -0.0423 -3.2429 -0.1372
C 0.2292 -3.7702 -1.4261
C 0.3690 -2.9603 -2.5157
C 0.6463 -3.4778 -3.8974
C 0.2040 -1.5852 -2.2629
S 0.3509 -0.3635 -3.5079
C -0.1627 -4.1537 1.0693
C 1.2014 -4.8325 1.2848
C -1.2431 -5.2110 0.7897
C -0.5364 -3.3530 2.3137
C 0.8841 2.3716 -0.2295
S -0.2040 3.0678 -1.4015
C 3.6337 0.0845 2.0524
C 2.9141 -0.5414 3.2549
C 4.8171 0.9210 2.5453
C 4.1461 -1.0269 1.1278
H 2.6316 5.0006 1.1086
H 1.9262 4.9744 -0.5139
H 0.8764 5.0150 0.8967
H 3.4180 2.8717 1.8783
H -4.6463 0.7715 2.2186
H -6.1054 0.8999 0.3054
H -5.3641 1.7450 -1.0594
H -5.5111 -0.0092 -1.0885
H -2.3859 2.7844 3.7565
H -3.9636 2.0150 4.0051
H -2.7472 1.9518 5.2712
H -0.2675 1.3483 3.6515
H -0.7518 0.4640 5.1067
H -0.3867 -0.4136 3.6121
H -4.1600 -0.5325 4.0290
H -2.7150 -1.5403 3.8347
H -2.9608 -0.6049 5.3123
H 0.3013 -4.8437 -1.5482
H 0.8165 -4.5522 -3.8776
H -0.1975 -3.2737 -4.5601
H 1.5290 -3.0006 -4.3268
H 1.4918 -5.4613 0.4398
H 1.9891 -4.0944 1.4551
H 1.1453 -5.4750 2.1646
H -0.9961 -5.8613 -0.0518
H -1.3467 -5.8512 1.6661
H -2.2144 -4.7487 0.5954
H 0.2302 -2.6142 2.5590
H -1.4863 -2.8274 2.1818
H -0.6378 -4.0360 3.1580
H 2.6406 0.2186 3.9917
H 2.0073 -1.0610 2.9440
H 3.5773 -1.2575 3.7434
H 4.5215 1.6743 3.2793
H 5.5289 0.2609 3.0415
H 5.3482 1.4132 1.7258
H 3.3247 -1.6291 0.7336
H 4.7097 -0.6138 0.2874
H 4.8139 -1.6810 1.6894
N 1.1137 3.7826 -7.4992
C -0.1001 3.5533 -6.6196
C 0.2658 2.7980 -5.3412
N -0.9337 2.4329 -4.5679
H 0.8578 4.2994 -8.3462
H 1.5434 2.9047 -7.8031
H 1.8383 4.3296 -7.0261
H -0.8180 3.0024 -7.2240
H -0.5095 4.5389 -6.4076
H 0.8998 3.4125 -4.7007
H 0.8211 1.8885 -5.5783
H -1.5615 1.8593 -5.1265
H -1.4588 3.2687 -4.3201

Forces on the atoms, in the same order (eV/Å):
Ni -0.6 0.1 -0.4
C 0.0 -0.1 0.0
C 0.1 0.3 0.0
C 0.1 -0.1 0.1
C 0.1 -0.1 0.1
N 0.0 0.2 -0.1
N -0.1 -0.7 -0.2
B 0.0 -0.1 0.5
N 0.6 0.1 0.3
N -0.3 0.1 -0.2
C 0.0 0.0 0.1
C -0.1 0.0 0.2
C -0.3 0.0 -0.1
C 0.1 0.0 0.1
C -0.2 -0.1 -0.3
S 0.1 -0.1 0.2
C 0.0 0.0 -0.1
C 0.0 0.0 0.0
C 0.1 0.0 0.0
C 0.0 0.0 0.0
N -0.2 0.3 0.0
N -0.1 0.0 -0.3
C 0.0 -0.1 0.1
C 0.0 -0.1 0.1
C 0.1 -0.2 -0.2
C 0.0 0.1 0.1
C 0.2 0.2 -0.3
S 0.3 -0.3 0.3
C 0.0 0.0 -0.1
C 0.0 0.0 0.0
C 0.0 0.0 0.0
C 0.0 0.0 0.1
C -0.1 0.3 -0.1
S 0.3 -0.1 0.3
C -0.1 0.1 -0.1
C 0.0 0.1 0.1
C 0.0 0.0 0.0
C 0.0 0.0 -0.1
H 0.0 0.0 0.0
H 0.0 0.0 0.0
H 0.0 0.0 0.0
H 0.0 0.0 0.0
H 0.0 0.0 0.0
H 0.0 0.0 0.0
H 0.0 0.0 0.0
H 0.0 0.0 0.0
H 0.0 0.0 0.0
H 0.1 0.0 0.0
H 0.0 0.0 0.0
H 0.0 0.0 0.0
H 0.0 0.0 0.0
H 0.0 0.0 0.0
H 0.1 0.0 0.0
H 0.0 0.0 0.0
H 0.0 0.0 0.0
H 0.1 0.0 0.0
H 0.0 0.0 0.0
H 0.0 0.0 0.0
H 0.0 0.0 0.0
H 0.0 0.0 0.0
H 0.0 0.0 0.0
H 0.0 0.0 0.0
H 0.0 0.0 0.0
H 0.0 0.0 0.0
H 0.0 0.0 0.0
H -0.1 0.0 0.0
H 0.1 0.0 0.0
H 0.0 0.0 0.0
H 0.0 0.0 0.0
H 0.0 0.0 0.0
H 0.0 0.0 0.0
H 0.0 0.0 0.0
H 0.0 0.0 0.0
H 0.0 0.0 0.0
H 0.0 0.0 0.1
H 0.0 0.0 0.0
H 0.0 0.0 0.0
N 0.0 0.0 0.0
C 0.2 0.0 -0.1
C -0.1 0.0 0.1
N 0.0 0.0 0.0
H 0.0 0.0 0.0
H 0.0 0.0 0.0
H 0.0 0.0 0.0
H 0.0 0.0 0.0
H 0.0 0.0 0.0
H 0.0 0.0 0.0
H 0.0 0.0 0.0
H 0.0 0.0 0.0
H 0.0 0.0 0.0

Net charge ... +3
<S²> ... 2.034
E_LUMO (spin up / spin down) ... -8.5 / -9.7 eV
HOMO (spin up / spin down) ... -16.46 / -16.23 eV
2S+1 ... 3
Calculated total energy ... -4298.83898 a.u.

***

Molecular formula: C29H48Cl2NOPPt
Method: DFT, the ωB97M-V functional and the def2-TZVPD basis

Geometry (Å):
P 0.1322 -0.9450 -3.6728
C 1.7415 -0.3658 -4.6859
C 1.9066 -0.7685 -6.1751
C 3.2392 -0.3442 -6.7743
C 3.5646 1.1446 -6.5375
C 3.1953 1.6523 -5.1404
C 1.8287 1.1513 -4.6656
C -1.2488 -0.0231 -4.5676
C -1.0257 0.1475 -6.0791
C -2.2821 0.5841 -6.8022
C -2.8512 1.8846 -6.2126
C -2.9082 1.9025 -4.6717
C -1.6739 1.3173 -3.9605
C -0.0486 -2.6391 -4.5437
C 1.1621 -3.5460 -4.2928
C 1.0774 -4.8487 -5.1095
C -0.2621 -5.5929 -4.9366
C -1.4749 -4.6546 -5.0884
C -1.3742 -3.3520 -4.2745
H 2.5597 -0.7995 -4.1009
H 1.1413 -0.2223 -6.7388
H 1.7176 -1.8307 -6.3612
H 3.1975 -0.5340 -7.8500
H 4.0476 -0.9802 -6.4167
H 4.6329 1.3118 -6.7435
H 3.0139 1.7360 -7.2888
H 3.9724 1.3897 -4.4210
H 3.1861 2.7464 -5.1585
H 1.5942 1.5616 -3.6850
H 1.0964 1.5433 -5.3796
H -2.0863 -0.7080 -4.3861
H -3.0266 -0.2179 -6.7797
H -0.6366 -0.7619 -6.5472
H -0.2692 0.9291 -6.1943
H -2.0387 0.7186 -7.8605
H -3.8477 2.0543 -6.6428
H -2.2326 2.7307 -6.5569
H -3.0627 2.9427 -4.3551
H -3.8127 1.3704 -4.3430
H -1.8839 1.1768 -2.8924
H -0.8490 2.0399 -4.0312
H -0.0579 -2.3965 -5.6062
H 2.0989 -3.0209 -4.5471
H 1.2095 -3.7658 -3.2091
H 1.2521 -4.6404 -6.1747
H 1.8861 -5.5092 -4.7897
H -0.2868 -6.0968 -3.9562
H -0.3304 -6.3976 -5.6786
H -2.3735 -5.1870 -4.7688
H -1.6197 -4.4134 -6.1502
H -2.2212 -2.6991 -4.5462
H -1.4606 -3.5328 -3.1867
Pt -0.1528 -0.4257 -1.3771
Cl -2.2658 -1.5361 -1.5010
Cl 2.1662 -0.7343 -1.4422
C -0.6578 1.1034 -0.0921
H -1.0962 0.8014 0.8860
C -0.5372 2.5096 -0.2104
C -0.9511 3.5130 0.7057
C -0.9818 4.8766 0.3357
C -0.6011 5.2861 -0.9522
C -0.0896 4.2985 -1.8136
C 0.0812 2.9827 -1.4332
H -1.2459 3.2263 1.7201
H -1.3232 5.6192 1.0551
H 0.1832 4.6034 -2.8286
H 0.6695 2.2623 -2.0214
H -0.6544 6.3451 -1.2435
C 0.6436 -1.6831 4.1970
N 0.0012 -1.6220 2.9179
C -1.2425 -2.3524 2.6673
C 0.6879 -1.0528 1.8932
C 1.9641 -0.2624 2.0911
O 0.1349 -1.2795 0.7744
H 0.0620 -2.2267 4.9357
H 0.8445 -0.6654 4.5430
H 1.6146 -2.1642 4.0834
H -2.0625 -1.6814 2.3716
H -1.1571 -3.0548 1.8294
H -1.5375 -2.8841 3.5741
H 2.6239 -0.4898 1.2373
H 1.7849 0.8168 2.2134
H 2.4515 -0.5928 2.9911

Forces on the atoms, in the same order (eV/Å):
P 0.3 0.7 -3.9
C -0.5 -0.3 0.5
C -0.8 0.1 0.0
C 0.3 0.1 0.2
C -0.1 -0.1 -0.4
C 0.2 0.1 0.0
C 0.3 0.3 -0.1
C -0.1 -0.4 0.0
C -0.1 -0.2 0.3
C -0.2 0.2 0.0
C 0.2 0.0 -0.2
C -0.4 -0.1 -0.1
C 0.2 0.2 -0.1
C -0.1 0.2 0.5
C 0.0 0.0 0.3
C -0.2 -0.1 0.2
C 0.0 0.3 0.1
C 0.1 -0.1 0.2
C 0.0 -0.1 0.4
H 0.0 0.1 0.0
H 0.4 -0.3 0.1
H 0.2 0.1 0.1
H 0.0 0.0 0.0
H 0.1 0.0 0.3
H -0.3 0.0 0.1
H 0.1 -0.1 0.2
H 0.0 -0.2 0.1
H 0.0 0.0 0.0
H 0.1 0.0 0.1
H 0.1 0.1 0.4
H -0.1 0.0 -0.2
H -0.1 0.0 0.2
H -0.2 0.2 0.1
H -0.3 -0.2 -0.2
H -0.1 0.1 0.0
H 0.1 0.1 0.2
H 0.0 -0.2 0.1
H 0.1 -0.2 0.1
H 0.2 -0.1 0.0
H 0.0 0.2 -0.2
H -0.1 -0.1 0.0
H 0.1 0.3 -0.1
H -0.3 -0.2 0.2
H 0.0 -0.1 -0.4
H -0.1 0.1 0.1
H 0.1 0.0 -0.1
H 0.0 0.3 -0.1
H 0.0 0.1 0.1
H 0.0 0.0 -0.1
H 0.1 0.0 0.1
H 0.3 -0.3 0.2
H 0.0 -0.1 -0.5
Pt 0.0 -0.6 0.2
Cl -0.2 -0.3 0.2
Cl 1.3 -0.3 0.3
C -0.8 2.0 2.1
H 0.1 -0.3 -0.8
C 1.3 -0.3 -1.6
C -0.3 0.7 0.0
C 0.1 -0.8 0.0
C -0.2 -0.5 0.5
C 0.4 0.4 -0.6
C -0.6 0.3 0.5
H -0.1 0.1 -0.4
H 0.1 -0.2 -0.1
H 0.3 -0.1 0.3
H -0.7 0.5 0.1
H 0.0 -0.7 0.1
C 0.6 0.3 0.6
N 0.6 0.3 -0.1
C -0.3 0.1 -0.4
C -2.4 -1.1 -1.8
C -0.2 -0.5 -0.3
O 1.2 0.5 1.4
H -0.1 0.1 -0.1
H -0.2 -0.2 0.4
H 0.0 -0.3 0.3
H 0.3 0.0 0.2
H 0.3 0.1 0.3
H 0.2 0.1 -0.1
H -0.4 0.4 0.3
H -0.1 -0.4 -0.4
H 0.3 -0.1 0.3

<S²> ... 6.056
E_LUMO (spin up / spin down) ... 0.5 / -2.2 eV
HOMO (spin up / spin down) ... -6.54 / -8.82 eV
2S+1 ... 5
Calculated total energy ... -2644.75614 a.u.